The molecule C2H4N2O2 in a non-equilibrium geometry, computed with wB97M-V/def2-TZVPD.

Last column: Löwdin charge in e.
CARTESIAN COORDINATES (ANGSTROEM)
O1 -3.36 -0.33 -0.38  0.07
O2 -1.58 0.92 -0.43  -0.08
N1 0.04 -1.69 -0.17  0.11
N2 -2.23 -0.21 -0.02  -0.09
C1 0.28 -0.55 -0.62  -0.23
C2 -0.22 0.79 -0.05  -0.17
H1 -0.44 -1.75 0.72  0.05
H2 0.79 -0.45 -1.58  0.10
H3 -0.13 0.79 1.04  0.12
H4 0.26 1.67 -0.47  0.12

Kohn-Sham gap   9.99 eV
Multiplicity   1
SMILES string   [H]/N=C\CON=O
F_max   0.0484 hartree/bohr
ΔE to the lowest compared entry with this formula, charge and spin   117.8 kcal/mol



The molecule C7H14O3 in a non-equilibrium geometry, computed with wB97M-V/def2-TZVPD.

Last column: Löwdin charge in e.
CARTESIAN COORDINATES (ANGSTROEM)
O1 0.66 -1.68 -0.14  -0.09
O2 1.19 0.38 0.84  -0.03
O3 -1.06 -0.14 0.51  -0.04
C1 0.25 1.96 -1.33  -0.05
C2 0.50 0.63 2.07  -0.15
C3 0.27 -0.30 -0.03  -0.47
C4 -0.70 -0.16 -2.44  -0.06
C5 -0.99 0.64 1.73  -0.13
C6 0.45 -2.61 0.95  -0.06
C7 0.35 0.39 -1.43  -0.28
H1 1.08 2.30 -0.69  0.08
H2 -0.71 2.27 -0.93  0.07
H3 0.75 -3.65 0.68  0.09
H4 -1.29 1.65 1.56  0.10
H5 0.36 2.39 -2.32  0.07
H6 0.70 -0.12 2.83  0.11
H7 -1.70 0.02 -2.06  0.08
H8 -0.53 -1.23 -2.57  0.07
H9 1.11 -2.32 1.81  0.09
H10 -1.62 0.17 2.52  0.14
H11 0.74 1.60 2.48  0.12
H12 -0.62 -2.65 1.28  0.09
H13 -0.55 0.28 -3.46  0.08
H14 1.38 0.19 -1.85  0.15

Kohn-Sham gap   10.89 eV
Multiplicity   1
SMILES string   COC1(C(C)C)OCCO1
F_max   0.0307 hartree/bohr
ΔE to the lowest compared entry with this formula, charge and spin   36.6 kcal/mol



no.,energy (Eh)
1,-338.46542
2,-500.80487